(1)
131
Properties=species:S:1:pos:R:3:forces:R:3:mulliken_charge:R:1 method="wB97M-V/def2-TZVPD" largest_force_ev_per_a=8.27 total_charge=+1 e_tot_ev=-88938.260
C 4.424524 -1.766024 0.616475 -0.370 -0.741 0.713 -0.790
C 3.301290 -2.801893 0.052103 0.644 1.063 0.360 -0.430
C 1.961651 -2.662959 0.979221 0.057 -0.588 -1.610 0.281
C 0.657304 -3.119175 0.085721 3.405 -2.065 0.067 -0.856
O -0.228920 -2.022823 -0.097168 1.166 -1.518 -1.296 0.255
N -1.543355 -2.192777 0.333882 -0.777 2.770 1.171 0.887
C -1.405209 -2.306772 1.824430 -0.850 -1.850 3.441 0.635
C -2.633249 -1.810128 2.724443 -0.223 0.459 0.796 -0.698
C -2.543816 -0.292686 3.261411 -0.677 0.033 1.192 0.442
C -1.215219 0.071099 4.101006 -0.042 0.544 -0.990 -0.760
C -0.210811 0.917715 3.142606 0.244 -0.472 -0.037 0.622
O 0.259697 2.164400 3.757641 -0.643 -0.519 -2.013 -0.464
C 0.279758 3.223117 2.752586 0.644 1.166 0.275 -0.404
C -1.986337 -0.775412 -0.090980 0.857 2.682 0.118 -0.855
C -2.299692 -0.826783 -1.671881 -1.735 0.436 0.685 0.534
C -1.576394 0.197910 -2.682726 0.885 0.155 0.177 -0.436
C -0.371642 1.058198 -2.044140 0.827 0.707 -0.921 1.424
C 1.087619 0.314612 -2.165619 -0.645 0.003 -1.170 0.610
C 2.201235 1.244263 -2.909126 0.406 -0.183 0.169 0.118
O 3.276994 1.638758 -1.975470 -0.711 -1.843 -0.555 -0.553
C -2.258741 -2.420114 -1.968841 1.394 1.854 0.118 -1.441
N -3.206211 -2.884834 -3.052904 3.983 -1.763 -3.522 -0.661
C -2.406737 -3.275552 -4.035569 1.989 1.438 -1.849 0.787
O -1.569886 -3.443313 -4.965697 -5.736 0.616 5.925 -0.490
C -2.463859 -3.053198 -0.454974 0.103 -0.675 -2.886 0.949
P -2.120130 -4.909582 -0.757499 0.112 -1.855 2.685 0.473
N -2.093290 -5.819370 0.562832 0.126 1.725 -0.807 -0.856
P -4.346415 -3.078562 -0.293960 -2.005 -0.848 1.142 0.027
N -5.077949 -1.528083 0.098852 0.434 -1.286 0.486 -0.542
O -4.640852 -4.052579 1.132646 -0.328 0.995 -2.341 -0.492
H 4.686408 -2.145693 1.686442 -0.322 0.986 -1.819 0.303
H 3.998987 -0.693964 0.707365 0.732 -1.740 -0.200 -0.119
H 5.399868 -1.765999 0.013424 -1.549 0.004 0.787 0.409
H 3.080669 -2.564635 -1.063673 0.202 -0.414 1.861 0.273
H 3.771830 -3.853421 0.116567 -1.039 1.541 -0.161 0.346
H 2.099980 -3.372645 1.869588 -0.490 1.427 -1.064 0.113
H 1.774695 -1.565917 1.258142 0.510 -1.623 -0.104 -0.386
H 1.106721 -3.412231 -0.950864 -1.139 0.617 1.591 0.351
H 0.284922 -4.091039 0.553377 -0.382 1.565 -0.577 0.250
H -0.456601 -1.785444 2.254133 -1.603 -0.698 -1.544 -0.399
H -1.254312 -3.432016 2.091221 -0.107 1.966 -0.737 -0.153
H -2.628437 -2.481932 3.677996 0.104 1.086 -1.787 0.366
H -3.678294 -1.938554 2.270710 1.695 -0.063 0.388 0.032
H -2.685877 0.519226 2.464536 0.081 -1.349 0.982 -0.561
H -3.438014 -0.163732 3.997478 1.499 -0.252 -1.515 0.506
H -1.513827 0.712967 5.024281 0.705 -1.195 -1.666 0.313
H -0.680572 -0.898537 4.403778 -0.804 1.482 -0.092 0.249
H -0.676891 1.222116 2.131876 0.267 -0.688 1.543 -0.164
H 0.672760 0.203676 2.874063 -1.055 1.418 0.469 -0.090
H -0.762353 3.583617 2.432069 1.309 -0.766 0.569 0.071
H 0.817541 4.121200 3.246384 -0.900 -1.521 -0.804 0.259
H 0.862533 2.956357 1.799436 -0.716 0.103 1.398 0.214
H -2.834405 -0.267372 0.469594 0.712 -1.731 -0.520 0.409
H -1.062671 -0.173152 0.284414 -1.638 -0.854 -1.233 -0.165
H -3.402878 -0.449670 -1.700153 1.709 -1.225 -0.049 0.624
H -2.350486 0.964232 -3.088614 1.289 -1.625 0.625 0.210
H -1.112789 -0.405492 -3.565171 -1.022 1.136 1.334 -0.044
H -0.266034 2.013418 -2.715886 -0.405 -1.849 1.342 -1.397
H -0.576390 1.461107 -0.981342 0.228 -0.778 -1.685 0.193
H 1.472579 -0.086123 -1.159629 -0.447 0.697 -1.503 -0.505
H 0.921614 -0.588709 -2.885582 0.310 1.328 1.413 0.002
H 2.674790 0.691323 -3.820711 -0.849 0.756 1.592 0.171
H 1.780147 2.226928 -3.322546 0.408 -1.486 0.791 -0.082
H 3.640816 0.772136 -1.640769 -0.414 1.427 -0.445 0.296
H -1.209664 -2.641177 -2.386178 -1.124 0.274 1.418 0.413
H -0.860342 -5.038908 -1.459662 -0.944 0.554 -0.253 0.124
H -3.182748 -5.359691 -1.642128 0.952 0.838 0.018 0.189
H -2.277022 -5.205107 1.373011 0.012 -0.767 -0.324 0.323
H -5.534224 -1.573886 1.032704 0.411 0.282 -0.915 0.276
H -5.757282 -1.298318 -0.642901 0.425 -0.250 0.678 0.302
H -5.295564 -4.721046 0.782571 1.030 0.803 0.747 0.333
C -0.007230 1.980729 -6.748960 0.315 -0.523 -0.173 0.057
O -0.916911 1.807195 -5.956046 0.250 -0.228 -0.052 -0.589
N 0.836293 1.009665 -7.206903 -0.483 0.858 0.246 0.166
C 1.896473 1.296693 -8.152057 -0.040 -0.217 0.077 -0.951
C 0.666902 -0.350224 -6.733865 -0.273 0.108 0.115 -0.663
H 0.209290 2.975393 -7.171375 0.075 -0.033 -0.069 0.333
H 1.738919 0.700343 -9.054361 0.180 0.114 -0.035 0.346
H 2.856115 1.032166 -7.700419 0.054 0.069 -0.196 0.328
H 1.906428 2.354806 -8.419674 -0.065 -0.116 0.078 0.302
H -0.337004 -0.696973 -6.992626 0.106 -0.129 0.113 0.325
H 0.774106 -0.366719 -5.645586 -0.034 -0.162 -0.039 -0.031
H 1.410225 -1.008711 -7.185833 -0.067 0.172 0.018 0.398
C 6.931641 1.023218 3.004929 -0.176 0.290 -0.326 0.066
O 6.513969 -0.112277 2.860447 -0.063 0.343 -0.176 -0.540
N 6.604895 2.091546 2.217891 0.336 -0.593 0.636 0.163
C 7.145863 3.414094 2.456074 -0.161 -0.084 -0.183 -0.892
C 5.689508 1.897016 1.111124 0.014 -0.256 0.103 -0.861
H 7.632578 1.282007 3.814815 0.001 0.096 -0.034 0.253
H 6.321295 4.106445 2.645098 0.173 0.130 0.013 0.318
H 7.699564 3.736174 1.570300 0.020 0.172 0.134 0.317
H 7.816893 3.413259 3.316880 -0.095 -0.081 -0.095 0.302
H 4.737077 1.522441 1.496036 -0.006 0.026 -0.171 0.213
H 6.107945 1.154029 0.426823 -0.162 0.051 -0.056 0.222
H 5.526368 2.835377 0.578787 0.070 -0.095 0.125 0.441
C -1.917184 5.755068 -2.853270 0.381 -0.163 -0.387 -0.036
O -2.188785 4.904063 -2.023156 0.219 0.007 -0.242 -0.579
N -1.007451 5.611717 -3.861920 -0.656 0.357 0.651 0.197
C -0.739774 6.672387 -4.811453 0.096 -0.233 0.030 -0.925
C -0.287957 4.359963 -3.986012 -0.273 -0.088 0.315 -0.893
H -2.406303 6.742456 -2.849788 0.053 0.021 -0.082 0.272
H -0.967762 6.313411 -5.818528 0.061 0.197 -0.035 0.306
H 0.316834 6.945920 -4.749869 -0.072 0.134 -0.152 0.311
H -1.350102 7.551801 -4.598335 0.042 -0.143 0.032 0.326
H -1.005740 3.548325 -4.127962 0.221 -0.028 -0.092 0.245
H 0.271779 4.177560 -3.064218 0.061 -0.061 -0.091 0.313
H 0.399733 4.393923 -4.832616 -0.133 0.084 0.081 0.328
C 0.690211 -5.418167 4.003300 0.647 -0.334 0.593 0.054
O 0.108405 -4.385551 3.705936 0.107 0.204 0.002 -0.647
N 1.683822 -5.523159 4.930874 -0.855 -0.035 -0.868 0.149
C 2.325982 -6.787816 5.227728 0.059 0.141 0.099 -0.928
C 2.111948 -4.334144 5.642830 -0.208 0.205 -0.118 -0.881
H 0.443510 -6.378658 3.523498 0.036 0.003 0.045 0.366
H 2.177784 -7.021620 6.284981 0.113 -0.145 -0.085 0.344
H 3.395011 -6.701014 5.017520 -0.032 -0.182 0.078 0.347
H 1.905984 -7.592087 4.621020 -0.003 0.149 0.042 0.290
H 1.259401 -3.913653 6.182474 0.167 0.091 0.010 0.302
H 2.470058 -3.594529 4.921908 0.014 0.061 0.187 0.225
H 2.909098 -4.575477 6.347386 -0.121 -0.057 -0.141 0.371
C -5.330650 2.757679 3.850792 0.242 0.450 -0.276 -0.021
O -4.691909 1.786749 4.220087 0.025 0.307 -0.209 -0.544
N -4.831207 3.802110 3.126869 -0.545 -0.690 0.500 0.154
C -5.657391 4.922565 2.725172 0.222 -0.014 -0.059 -0.920
C -3.432277 3.790705 2.748191 -0.012 -0.214 0.218 -0.758
H -6.401893 2.867155 4.084245 0.009 0.084 -0.042 0.311
H -5.658472 4.989906 1.634150 -0.110 0.168 0.061 0.326
H -5.241544 5.840269 3.148919 -0.172 0.062 -0.112 0.318
H -6.683087 4.798571 3.077150 0.147 -0.055 0.001 0.305
H -3.232039 2.901249 2.144178 0.157 0.094 0.003 0.047
H -2.817259 3.747241 3.651160 0.102 -0.032 -0.143 0.295
H -3.182457 4.685995 2.176554 -0.129 -0.107 0.057 0.434

(2)
39
Properties=species:S:1:pos:R:3:forces:R:3:mulliken_charge:R:1 method="wB97M-V/def2-TZVPD" relative_energy_ev=4.5009 largest_force_ev_per_a=1.83 total_charge=0 e_tot_ev=-27037.446
H 0.293856 1.210230 1.059721 0.071 0.020 -0.187 0.284
H -0.068181 -0.151233 0.489291 0.006 0.070 -0.053 0.257
H -3.435463 -0.607499 -2.302049 0.127 0.137 -0.332 0.337
H -2.144290 -1.407364 -2.246119 -0.320 0.032 0.058 0.259
H -0.498270 0.396412 -2.911398 0.054 0.077 0.020 0.313
H -0.359300 1.909824 -2.929116 -0.520 -0.093 -0.037 0.337
H -2.523115 1.131746 3.863706 -0.084 -0.071 0.002 0.306
H -3.526274 0.378160 3.005905 0.039 -0.008 0.012 0.321
H 0.461221 -0.297879 2.904341 -0.080 -0.074 -0.047 0.313
H 1.420189 -0.781850 3.979606 0.028 -0.006 -0.083 0.295
H 1.674526 -3.479284 1.046804 -0.315 0.100 -0.043 0.232
H 1.010105 -2.597191 0.002535 0.366 -0.045 0.299 0.430
H 3.848904 0.669392 0.200338 0.044 0.241 -0.047 0.303
H 4.907722 -0.021834 -0.642959 -0.159 0.002 -0.006 0.268
H 1.473207 1.486928 -3.502159 0.355 0.049 0.265 0.285
H 1.185142 2.209766 -2.196569 0.702 -0.324 0.132 0.333
H 3.330230 2.037509 2.329533 -0.043 -0.061 -0.021 0.316
H 4.516855 2.915186 1.966703 -0.013 -0.031 -0.145 0.297
H -0.591280 -3.808109 -0.656264 -0.013 -0.045 0.288 0.361
H -1.036210 -2.504198 -1.298053 -0.006 -0.284 0.210 0.213
H 3.265107 -3.119770 -0.070827 0.112 0.025 -0.225 0.319
H 2.758771 -2.664669 -1.429705 0.167 0.038 -0.028 0.311
H -4.120920 -0.971290 -0.742402 0.162 -0.329 0.333 0.413
H -4.468136 -1.050827 0.735149 -0.035 0.022 -0.157 0.318
H -2.456091 4.331974 0.362438 0.064 0.018 -0.079 0.318
H -2.956670 4.530842 -1.058799 0.075 0.036 0.049 0.315
O -0.410925 0.743146 0.597005 -0.002 -0.093 0.458 -0.553
O -3.097089 -1.493177 -2.128648 0.008 0.205 -0.425 -0.640
O -0.359285 1.153629 -2.331488 -1.770 -0.440 -0.137 -0.701
O -3.123256 0.377752 3.881443 0.084 0.101 -0.069 -0.632
O 1.393985 -0.480321 3.064519 -0.014 0.122 0.100 -0.598
O 0.877117 -3.405480 0.510444 -0.219 -0.425 0.514 -0.649
O 3.972687 0.212012 -0.638989 0.298 0.134 0.022 -0.561
O 1.903557 1.817811 -2.705726 1.117 0.781 -0.532 -0.557
O 3.830052 2.365134 1.573339 -0.028 -0.041 0.239 -0.629
O -1.363817 -3.243958 -0.774203 -0.235 0.143 -0.520 -0.581
O 2.974145 -2.335579 -0.549760 0.369 -0.084 -0.223 -0.655
O -4.578182 -0.491904 -0.042337 -0.259 0.179 0.383 -0.663
O -2.264193 4.812812 -0.450557 -0.131 -0.079 0.010 -0.635

(3)
9
Properties=species:S:1:pos:R:3:forces:R:3:mulliken_charge:R:1 method="wB97M-V/def2-TZVPD" relative_energy_ev=1.3480 largest_force_ev_per_a=5.16 total_charge=-1 e_tot_ev=-6144.951
O -0.290731 0.136773 -2.821277 0.820 -1.714 -0.372 -0.769
H 0.076442 -0.677351 -3.311126 -0.811 1.949 1.669 0.280
N 0.097455 -0.320601 0.043762 1.035 1.342 3.014 -0.789
C 0.266435 0.403168 1.226062 -0.356 -4.712 -2.077 -0.199
N 0.084536 -0.090159 2.490610 0.462 -0.254 -2.056 -0.811
H -0.107612 -1.307213 0.352071 -0.134 1.279 -0.138 0.282
H -0.130134 0.023704 -1.815870 0.070 -0.247 -0.959 0.492
H 0.714784 1.367249 1.133743 -0.178 1.359 -0.688 0.425
H -0.711175 0.464434 2.702027 -0.907 0.998 1.608 0.089

| no. | HOMO level (eV) | Kohn-Sham gap (eV) | LUMO (eV) |
| --- | --- | --- | --- |
| 1 | -10.74 | 8.69 | -2.0496 |
| 2 | -10.24 | 10.03 | -0.2129 |
| 3 | -2.44 | 6.96 | 4.5220 |